Entry 1:
DFT (ωB97M-V/def2-TZVPD) results for one molecule with the formula C23H24N6O3S2 at a distorted geometry.

```
58
Properties=species:S:1:pos:R:3:forces:R:3
C -0.639946 0.583637 6.556787 0.15 -0.25 -0.32
C -0.477518 -0.653351 5.678054 -0.25 0.09 0.31
O 0.632774 -0.559848 4.807466 0.21 -0.04 -0.03
C 0.558215 0.183464 3.674352 0.13 0.15 -0.28
C -0.580087 0.852826 3.213832 0.01 -0.10 0.37
C -0.565044 1.545445 2.018725 0.26 0.08 -0.16
C 0.595570 1.586638 1.260873 0.37 -0.50 0.66
N 0.744105 2.189510 0.041732 -0.08 0.49 -0.68
C 1.923059 2.020581 -0.431394 0.07 -0.24 0.97
N 2.392502 2.428700 -1.645118 0.84 0.20 -0.08
C 1.724507 2.792352 -2.798880 -0.11 0.15 0.01
O 2.357047 2.984491 -3.807705 0.02 0.03 -0.18
C 0.233812 2.953086 -2.705337 -0.41 -0.34 -0.04
S -0.659065 1.470238 -3.339982 0.28 0.61 -0.20
C -0.188611 0.311331 -2.129074 -0.22 0.04 -0.10
N 1.027213 -0.073999 -1.850858 -0.06 0.19 -1.06
N 0.960684 -0.890614 -0.801099 -0.08 -0.69 0.86
C -0.296142 -1.016832 -0.438384 0.15 0.30 -0.47
C -0.665165 -1.764949 0.749031 -0.25 -0.36 0.53
C 0.220330 -2.741713 1.211028 -0.21 0.12 -0.03
C -0.078263 -3.410879 2.383867 0.25 -0.01 -0.21
N -1.174022 -3.189717 3.092046 -0.16 -0.21 0.47
C -2.006733 -2.260413 2.660698 -0.22 0.14 -0.11
C -1.802007 -1.509949 1.514636 0.17 -0.19 -0.19
N -1.086403 -0.267193 -1.271525 0.87 0.00 0.28
C -2.496868 -0.269683 -1.518650 -0.72 -0.19 -0.52
C -2.832977 -1.216648 -2.693009 -0.35 0.00 0.56
C -2.380888 -2.671001 -2.458642 0.01 0.11 -0.16
C -1.139801 -2.805128 -3.343668 -0.03 0.21 -0.07
C -1.445999 -1.807915 -4.459165 0.16 -0.43 -0.24
O -2.169794 -0.751660 -3.852622 -0.13 0.06 0.15
S 3.052360 1.132515 0.614569 -0.33 0.20 -0.17
C 1.749047 0.930065 1.744437 -0.29 0.23 -0.10
C 1.738040 0.234158 2.931764 -0.10 -0.04 0.18
H -1.470275 0.439035 7.242438 -0.10 0.01 0.09
H -0.827999 1.469260 5.954530 -0.04 0.10 0.00
H 0.268113 0.747848 7.131191 0.06 0.03 0.08
H -1.393859 -0.862456 5.114408 0.09 -0.04 0.02
H -0.256003 -1.524953 6.299525 -0.12 0.07 -0.12
H -1.496068 0.830792 3.782143 -0.07 -0.03 0.10
H -1.448477 2.054359 1.665418 -0.12 0.07 -0.05
H 3.377783 2.245610 -1.803802 -0.23 0.08 -0.14
H -0.083719 3.744663 -3.382710 0.13 0.00 0.00
H -0.093553 3.138120 -1.684926 0.01 0.11 -0.21
H 1.121513 -2.943136 0.655985 0.11 -0.05 -0.03
H 0.588288 -4.164557 2.780460 0.13 -0.06 -0.05
H -2.889079 -2.103756 3.269140 -0.09 0.09 0.00
H -2.497684 -0.726422 1.262246 -0.03 0.05 0.00
H -3.047811 -0.582032 -0.634379 0.05 0.07 -0.08
H -2.788645 0.743868 -1.809311 -0.01 -0.10 0.18
H -3.919386 -1.157156 -2.851687 0.14 -0.02 0.03
H -3.158592 -3.358031 -2.792053 -0.02 -0.01 0.05
H -2.172219 -2.871444 -1.408649 -0.05 -0.04 0.03
H -0.238487 -2.511542 -2.805322 0.04 0.03 0.01
H -1.000456 -3.814751 -3.721549 0.03 -0.05 -0.01
H -2.068028 -2.273640 -5.236036 0.09 0.04 0.03
H -0.557339 -1.376731 -4.921144 -0.03 -0.04 -0.01
H 2.610929 -0.281283 3.295637 0.11 -0.11 0.10
```
Forces are in eV/Å.

Output
Relative energy (zero: lowest compared OMol25 entry of this formula, charge and spin) ... 63.3 kcal/mol
Kohn-Sham gap ... 8.0218 eV
Energy ... -2241.50697 Ha
SMILES ... CCOc1ccc2nc(NC(=O)CSc3nnc(-c4ccncc4)n3C[C@@H]3CCCO3)sc2c1

Entry 2:
DFT (ωB97M-V/def2-TZVPD) results for one molecule with the formula C23H24N6O3S2 at a distorted geometry.

```
58
Properties=species:S:1:pos:R:3:forces:R:3
C 2.268368 1.656288 -2.677500 -0.07 0.07 0.01
C 2.784899 0.510081 -3.074882 0.06 -0.22 -0.01
C 3.046823 -0.690216 -2.210684 0.05 -0.03 -0.24
N 2.704540 -0.510427 -0.825326 0.05 0.03 -0.23
C 3.347666 0.305753 0.096096 0.08 0.21 0.71
C 4.443323 1.131388 -0.086388 0.05 -0.02 -0.09
C 4.897239 1.846708 1.008554 0.00 -0.04 -0.08
C 4.280675 1.747916 2.252798 0.00 0.07 0.18
C 3.187978 0.924260 2.443966 0.03 -0.04 -0.19
C 2.720885 0.195480 1.359699 0.33 0.26 -0.06
C 1.648895 -0.737892 1.183328 -0.32 -0.50 -0.83
N 0.746801 -1.250218 1.991910 0.90 0.58 0.23
N -0.113215 -2.094827 1.485720 -0.45 -0.60 0.24
C -0.056971 -2.419915 0.204056 0.24 0.22 -0.14
S -1.246890 -3.546365 -0.405848 -0.31 -0.19 0.05
C -2.556367 -3.431776 0.897063 0.52 -0.41 -0.19
C -2.683513 -4.729397 1.679066 -0.13 0.12 0.07
C -3.589736 -4.537846 2.889324 0.07 -0.09 -0.17
C -3.801841 -3.094544 0.111771 0.18 0.29 0.09
O -4.700818 -3.861638 -0.118316 -0.14 -0.26 -0.01
N -3.824729 -1.829645 -0.455698 -0.77 -0.04 -0.43
C -2.985978 -0.775060 -0.231401 0.50 1.00 -0.70
N -2.489027 -0.450958 0.914026 -0.57 -0.51 0.50
C -1.702001 0.647701 0.855762 0.42 0.60 -0.77
C -1.124512 1.192123 2.108340 0.09 0.06 0.09
C -1.577273 1.186932 -0.406120 -0.32 -0.44 0.13
C -0.836552 2.361945 -0.836189 0.26 0.17 0.36
O -0.022869 2.956545 -0.165816 -0.07 0.07 -0.17
O -1.165358 2.691917 -2.093907 -0.20 -0.14 -0.14
C -0.592650 3.879799 -2.635409 0.27 0.54 -0.07
C -1.512538 5.072231 -2.414344 0.13 -0.41 0.04
S -2.517380 0.280297 -1.556570 -0.02 -0.46 0.72
N 0.825476 -1.990429 -0.704456 0.30 0.21 -0.13
C 1.687794 -1.129543 -0.197834 -0.84 -0.50 0.82
H 2.118108 2.467436 -3.368652 -0.02 0.12 -0.19
H 1.976966 1.841164 -1.656692 -0.05 0.00 0.25
H 3.066348 0.360504 -4.108824 0.03 0.06 -0.15
H 2.449920 -1.534351 -2.572960 0.17 0.05 0.04
H 4.107654 -0.963591 -2.286652 -0.13 -0.06 0.01
H 4.920928 1.223915 -1.049280 0.04 0.03 -0.10
H 5.749219 2.499696 0.892220 0.07 0.05 -0.02
H 4.664651 2.327097 3.078624 0.03 0.05 0.07
H 2.701795 0.839733 3.402598 -0.04 0.00 0.12
H -2.248125 -2.607280 1.542253 -0.11 -0.11 -0.09
H -1.689143 -5.037215 2.005489 0.00 0.02 -0.08
H -3.093003 -5.502500 1.026804 0.09 -0.04 0.01
H -4.591272 -4.261602 2.570543 -0.14 0.02 0.04
H -3.651886 -5.461782 3.458223 -0.06 -0.05 0.11
H -3.199040 -3.756063 3.536679 0.02 0.07 0.11
H -4.510378 -1.717697 -1.193155 0.07 -0.11 0.18
H -0.459154 2.020912 1.889168 0.01 0.02 0.09
H -0.582715 0.404913 2.632041 -0.07 0.08 0.05
H -1.934191 1.525418 2.756057 -0.07 0.05 0.06
H 0.377421 4.054774 -2.159267 -0.12 -0.06 -0.17
H -0.459797 3.678516 -3.700843 0.03 0.00 0.14
H -1.626644 5.262051 -1.349519 -0.01 0.06 0.07
H -1.087069 5.953626 -2.885461 0.03 0.12 -0.05
H -2.491737 4.875661 -2.844189 -0.08 0.04 -0.04
```
Forces are in eV/Å.

Output
Relative energy (zero: lowest compared OMol25 entry of this formula, charge and spin) ... 57.9 kcal/mol
Kohn-Sham gap ... 8.2745 eV
Energy ... -2241.51548 Ha
SMILES ... C=CCn1c2ccccc2c2nnc(S[C@H](CC)C(=O)Nc3nc(C)c(C(=O)OCC)s3)nc21

Entry 3:
DFT (ωB97M-V/def2-TZVPD) results for C23H24N6PtS2Sb as an isolated structure at a distorted geometry.

```
57
Properties=species:S:1:pos:R:3:forces:R:3
Pt -0.188881 0.081738 -0.121416 1.34 0.68 -0.05
C -2.159957 1.949589 1.711762 -0.03 0.07 -0.07
C -0.931540 2.734220 1.388498 0.17 0.15 0.14
C -0.880768 4.108499 1.585280 0.07 0.03 -0.02
C 0.274593 4.806460 1.283884 -0.04 0.02 0.01
C 1.361971 4.115724 0.778552 -0.06 -0.06 0.01
C 1.246665 2.747939 0.587046 0.64 0.02 -0.11
N 0.143290 2.076742 0.908572 -0.69 -0.33 -0.16
Sb 3.022708 1.716937 -0.131797 -0.59 -0.23 -0.04
C 2.638400 -0.052430 1.072173 0.32 0.44 -0.20
C 3.726357 -0.483802 1.817363 -0.08 -0.04 0.00
C 3.604541 -1.601192 2.625610 -0.07 -0.02 -0.01
C 2.387218 -2.255691 2.662524 0.17 0.11 -0.03
C 1.331086 -1.781663 1.897488 -0.25 -0.17 0.04
C -0.003157 -2.455650 1.910438 0.22 0.00 0.07
N 1.465115 -0.693754 1.116394 -1.31 -0.06 -0.45
C 2.276094 0.788677 -1.948045 0.39 0.31 0.37
C 2.943408 1.071410 -3.127981 -0.05 -0.04 0.04
C 2.519243 0.449262 -4.289210 -0.04 -0.03 -0.05
C 1.454002 -0.430094 -4.227693 0.08 0.07 0.01
C 0.831542 -0.683689 -3.010845 0.26 0.00 -0.09
C -0.320062 -1.626579 -2.914366 -0.02 0.04 -0.01
N 1.269361 -0.079847 -1.887580 -0.87 -0.25 0.01
H -2.860176 2.538609 2.301744 0.06 0.01 0.04
H -2.654954 1.647234 0.787803 0.00 -0.09 0.01
H -1.881474 1.047440 2.258305 -0.03 -0.02 -0.03
H -1.747743 4.624395 1.972242 -0.02 -0.02 0.03
H 0.326753 5.875243 1.441675 -0.02 0.02 -0.02
H 2.279281 4.625877 0.518171 0.01 0.02 0.02
H 4.658003 0.061823 1.756177 0.03 -0.03 0.04
H 4.442465 -1.949829 3.213703 0.00 -0.03 0.02
H 2.247999 -3.131082 3.279944 -0.05 -0.01 -0.01
H -0.014273 -3.303966 2.591613 0.05 0.01 0.03
H -0.763481 -1.734301 2.211568 0.04 -0.08 -0.05
H -0.250749 -2.794545 0.903610 -0.08 0.01 0.05
H 3.764395 1.775236 -3.136701 0.02 0.00 0.00
H 3.011226 0.647368 -5.231898 -0.01 0.02 -0.02
H 1.097901 -0.920940 -5.121966 -0.02 -0.04 0.01
H -0.414495 -2.231829 -3.814264 0.07 0.00 0.00
H -0.200296 -2.275203 -2.045902 -0.06 0.01 0.00
H -1.244126 -1.061279 -2.787242 -0.04 -0.01 0.06
C -3.891598 -4.066411 -0.604623 0.03 -0.12 -0.34
N -3.816439 -3.499956 0.723890 0.03 0.28 0.25
C -4.389306 -4.019271 1.869367 0.00 -0.09 0.12
C -4.114288 -3.175010 2.881472 -0.10 -0.14 0.03
N -3.378698 -2.139497 2.339404 -0.05 -0.14 -0.02
C -3.201868 -2.327822 1.011260 0.07 -0.02 0.06
S -2.478086 -1.307434 -0.118919 0.10 0.26 -0.37
H -4.636501 -4.857489 -0.619206 0.00 0.01 0.10
H -2.926139 -4.474488 -0.903593 0.00 0.02 0.04
H -4.172498 -3.293580 -1.317118 -0.01 0.00 0.04
H -4.929812 -4.948074 1.866998 -0.03 0.00 -0.02
H -4.388709 -3.222373 3.918608 0.04 0.03 0.03
H -3.071107 -1.317940 2.828492 0.01 0.07 -0.08
S -0.158691 3.337012 -2.667134 -0.05 0.03 -0.05
C -0.868198 2.094122 -1.970158 -0.07 0.06 -0.06
N -1.400725 1.166507 -1.445208 0.53 -0.69 0.71
```
Forces are in eV/Å.

Output
Relative energy (zero: lowest compared OMol25 entry of this formula, charge and spin) ... 42.5 kcal/mol
Kohn-Sham gap ... 7.1980 eV
Energy ... -2375.12323 Ha
Net charge ... +1

Entry 4:
DFT (ωB97M-V/def2-TZVPD) results for a 2-piece molecular cluster, C23H24NO2 overall at a distorted geometry.

```
50
Properties=species:S:1:pos:R:3:forces:R:3
C 4.876006 -3.749955 3.647712 0.09 0.04 -0.38
O 5.166860 -3.325532 2.300022 -0.88 0.34 -0.32
C 4.180010 -2.721448 1.585974 0.05 0.28 0.22
C 4.516859 -2.257638 0.287832 0.02 -0.45 0.48
C 3.578607 -1.590903 -0.472354 0.24 0.16 0.10
C 2.303973 -1.291808 0.038808 -0.47 0.14 -0.21
C 1.332250 -0.543883 -0.791372 -0.07 -0.59 -0.97
C -0.068915 -0.677304 -0.487886 -0.64 -0.10 -0.16
C -1.090012 -0.066521 -1.168894 0.82 -0.35 0.09
C -2.455180 -0.062437 -0.717235 -0.85 -0.38 0.17
C -3.495804 0.400033 -1.565271 0.50 -0.09 0.26
C -4.804761 0.422174 -1.148178 -0.47 -0.20 0.81
C -5.139060 -0.027587 0.158323 0.03 0.06 0.10
O -6.444676 0.092281 0.537315 1.02 -0.24 0.02
C -6.803947 -0.300747 1.880103 0.12 0.10 -0.52
C -4.121901 -0.540776 1.003684 -0.57 0.25 -0.28
C -2.809625 -0.546268 0.565922 -0.18 0.28 -0.50
C 1.963434 -1.777889 1.315473 0.44 0.01 0.16
C 2.877850 -2.489501 2.085992 0.36 -0.12 -0.21
H 5.826790 -4.135474 4.006936 -0.15 -0.01 0.10
H 4.544781 -2.912890 4.272269 0.11 -0.07 -0.16
H 4.117794 -4.540366 3.654456 0.14 0.09 -0.03
H 5.519763 -2.465795 -0.086047 -0.31 0.06 0.07
H 3.841230 -1.283743 -1.488364 -0.07 -0.04 0.29
H 1.581536 -0.413584 -1.847875 -0.08 -0.50 0.26
H -0.342884 -1.436781 0.261461 0.26 0.91 -0.09
H -0.882356 0.430016 -2.124145 0.04 0.17 0.41
H -3.241469 0.743691 -2.567427 -0.07 -0.02 0.20
H -5.607374 0.797403 -1.777545 0.17 -0.08 0.07
H -7.865109 -0.077816 1.939626 0.05 -0.07 0.14
H -6.629843 -1.369924 2.035185 -0.05 0.12 -0.05
H -6.249921 0.278797 2.625220 -0.07 -0.01 -0.13
H -4.375952 -0.901641 2.000952 0.17 0.12 -0.34
H -2.041898 -0.911604 1.237461 -0.09 0.08 -0.01
H 0.984887 -1.598979 1.752122 0.17 0.05 -0.16
H 2.590740 -2.867582 3.070096 0.07 0.22 -0.41
N 1.952421 1.350405 -0.686022 0.55 -0.66 0.71
C 1.415561 2.442988 -1.420489 -0.27 0.17 -0.05
C 0.715696 3.432566 -0.728902 -0.09 0.09 -0.38
C 0.081135 4.444212 -1.461260 0.26 -0.37 0.15
C 0.150216 4.442971 -2.858684 0.00 -0.18 0.18
C 0.910034 3.485025 -3.536132 0.36 -0.34 0.45
C 1.585740 2.491012 -2.808098 -0.31 0.28 -0.01
H 2.922533 1.132808 -0.951063 -0.46 0.25 0.66
H 1.776853 1.380578 0.323494 0.64 0.45 -0.46
H 0.735544 3.412956 0.367595 -0.28 0.09 -0.47
H -0.452186 5.226578 -0.923428 0.08 -0.17 -0.24
H -0.388611 5.197725 -3.420931 0.12 -0.03 0.06
H 0.998390 3.502757 -4.623365 -0.03 0.08 0.35
H 2.263995 1.779400 -3.293064 -0.45 0.19 0.05
```
Forces are in eV/Å.

Output
Relative energy (zero: lowest compared OMol25 entry of this formula, charge and spin) ... 24.8 kcal/mol
Kohn-Sham gap ... 6.7559 eV
Energy ... -1095.77729 Ha
Net charge ... +1